one:
C5H8 | ωB97M-V/def2-TZVPD

Each line ends with the natural charge from an NBO analysis.
CARTESIAN COORDINATES (ANGSTROEM)
C  1.156  0.038  0.514  -0.43
H  2.071  -0.167  -0.050  0.21
C  -0.230  -0.394  -1.194  -0.46
H  1.344  0.352  1.544  0.21
H  -2.092  0.325  0.279  0.21
H  0.585  -0.732  -1.842  0.20
C  -1.073  0.211  0.661  -0.46
H  0.686  -1.186  0.698  0.28
H  -1.168  -0.339  -1.756  0.21
H  -1.039  0.432  1.732  0.20
H  0.168  1.824  -0.518  0.18
C  -0.445  -1.133  0.166  -0.14
C  0.037  0.768  -0.234  -0.23

* Kohn-Sham gap: 8.701 eV


two:
C5H8 | ωB97M-V/def2-TZVPD

Each line ends with the natural charge from an NBO analysis.
CARTESIAN COORDINATES (ANGSTROEM)
H  3.041  0.504  -0.740  0.13
H  2.076  -1.340  0.519  0.29
H  -1.943  -0.969  -0.374  0.20
H  -0.385  1.637  0.144  0.20
C  -1.538  0.000  -0.690  -0.60
H  0.180  -0.873  1.782  0.21
C  0.350  -0.243  0.911  -0.25
C  -0.771  0.660  0.464  -0.43
C  1.466  -0.462  0.211  -0.39
H  -0.862  -0.187  -1.534  0.21
H  -1.447  0.842  1.308  0.21
H  -2.368  0.623  -1.039  0.21
C  2.202  -0.191  -0.961  0.00

* Kohn-Sham gap: 7.627 eV


three:
C5H8 | ωB97M-V/def2-TZVPD

Each line ends with the natural charge from an NBO analysis.
CARTESIAN COORDINATES (ANGSTROEM)
C  0.346  -1.017  -0.824  -0.11
H  -1.534  -1.662  1.567  0.02
H  0.780  0.629  -2.143  0.22
H  -0.059  2.081  0.222  0.22
H  -0.888  0.662  -1.566  0.23
C  0.253  0.122  1.061  -0.08
C  0.301  -1.131  0.530  -0.18
H  -2.109  -1.311  1.898  -0.03
H  -0.145  0.370  2.046  0.20
H  1.590  1.499  -0.023  0.23
H  0.654  -1.799  -1.517  0.20
C  0.540  1.184  0.029  -0.46
C  0.142  0.410  -1.279  -0.46

* SMILES: C1=CCCC=1.[H][H]
* Kohn-Sham gap (alpha / beta): 7.972 / 7.305 eV


four:
C5H8 | ωB97M-V/def2-TZVPD

Each line ends with the natural charge from an NBO analysis.
CARTESIAN COORDINATES (ANGSTROEM)
C  0.216  1.889  -1.238  0.16
H  -1.749  -0.731  -0.967  0.21
H  -0.306  -0.406  1.698  0.20
H  -2.324  -0.202  0.650  0.22
C  1.117  -0.261  0.081  -0.42
H  -1.291  0.842  -0.397  0.21
H  1.592  -1.110  -0.446  0.23
H  1.783  -0.027  0.920  0.22
C  1.044  1.029  -0.714  -0.56
H  1.942  1.668  -0.821  0.31
H  -0.286  -1.806  0.651  0.21
C  -1.487  -0.173  -0.065  -0.59
C  -0.250  -0.712  0.649  -0.40

* Kohn-Sham gap: 10.432 eV


Most stable structure among those shown: four.